# 1
The molecule C7H8N4 at a distorted geometry. Source: OMol25; level of theory: wB97M-V/def2-TZVPD.

Each line ends with the Mulliken charge.
Cartesian coordinates (Å):
C (-1.737, 4.339, 1.018)  0.365
C (-1.536, 3.159, 1.006)  -0.515
C (-1.153, 1.765, 0.876)  0.300
N (-0.259, 1.322, 1.759)  -0.378
N (0.127, 0.070, 1.609)  -0.174
C (-0.423, -0.598, 0.594)  0.454
C (0.057, -2.015, 0.375)  -0.512
C (0.854, -2.059, -0.972)  -0.508
C (1.643, -0.766, -1.294)  -1.127
N (-1.348, -0.160, -0.263)  -0.204
N (-1.735, 1.089, -0.115)  -0.356
H (-1.676, 5.399, 0.912)  0.424
H (0.725, -2.320, 1.180)  0.296
H (-0.796, -2.691, 0.288)  0.266
H (0.141, -2.219, -1.787)  0.259
H (1.545, -2.906, -0.962)  0.411
H (2.070, -0.275, -0.416)  0.319
H (2.491, -1.042, -1.932)  0.362
H (1.010, -0.092, -1.876)  0.317

Output
SMILES: C#Cc1nnc(CCC)nn1
Frontier orbital gap in eV: 8.85
LUMO level in hartree: -0.03422
Energy relative to the best compared isomer or geometry (same formula, charge and spin) in kJ/mol: 422.5

# 2
A cluster of 2 separate species, C7H8N4O in total at a distorted geometry. Source: OMol25; level of theory: wB97M-V/def2-TZVPD.

Each line ends with the Mulliken charge.
Cartesian coordinates (Å):
C (-0.485, -2.685, -1.007)  0.130
C (0.324, 1.252, -3.117)  -0.032
C (-2.111, 0.087, 0.512)  -0.093
C (1.116, 1.037, 0.613)  -0.359
C (1.434, -0.235, 1.366)  -0.713
C (-0.628, -0.616, 0.530)  1.030
C (-0.141, 0.714, 0.109)  0.048
N (-0.373, -1.705, -0.395)  0.046
N (-0.015, 0.795, -2.090)  -0.405
N (-1.307, 1.294, 0.269)  0.044
N (0.130, -0.813, 1.681)  -0.326
O (-3.233, -0.114, 0.608)  -0.260
H (-0.339, -3.626, -1.451)  0.498
H (0.435, 1.612, -4.129)  0.441
H (0.916, 2.079, 1.130)  0.337
H (1.920, 1.249, -0.107)  0.338
H (2.052, -0.805, 0.625)  0.267
H (1.997, -0.189, 2.284)  0.460
H (-1.641, 2.254, 0.244)  0.259
H (-0.050, -1.584, 2.324)  0.289

Output
Frontier orbital gap in eV: 9.17
LUMO level in hartree: -0.32863
Energy relative to the best compared isomer or geometry (same formula, charge and spin) in kJ/mol: 235.3
Charge: +2

# 3
A cluster of 2 separate species, C7H8NO3 in total at a distorted geometry. Source: OMol25; level of theory: wB97M-V/def2-TZVPD.

Each line ends with the Mulliken charge.
Cartesian coordinates (Å):
C (-2.124, -1.936, -1.360)  -0.507
C (-4.188, -1.086, 0.908)  -0.072
C (-1.597, 0.403, -0.798)  0.295
C (-2.730, 1.178, -0.175)  0.599
C (0.740, -0.544, 0.878)  -1.182
C (-0.238, 1.050, -0.969)  -0.887
C (0.534, 0.908, 0.395)  -0.494
N (-1.831, -0.746, -1.263)  0.184
O (-3.239, -1.169, 1.585)  -0.235
O (-2.512, 2.364, 0.157)  -0.729
O (-3.855, 0.561, -0.028)  -0.570
H (-2.567, -2.018, -2.340)  0.225
H (0.772, -0.793, 1.884)  0.419
H (1.718, -1.014, 0.555)  0.285
H (0.127, -1.290, 0.506)  0.298
H (-0.358, 2.091, -1.246)  0.311
H (0.269, 0.476, -1.734)  0.385
H (-0.068, 1.410, 1.178)  0.324
H (1.568, 1.182, 0.430)  0.350

Output
Frontier orbital gap in eV: 8.30
LUMO level in hartree: 0.13543
Energy relative to the best compared isomer or geometry (same formula, charge and spin) in kJ/mol: 224.5
Charge: -1

# 4
The molecule C7H8O at a distorted geometry. Source: OMol25; level of theory: wB97M-V/def2-TZVPD.

Each line ends with the Mulliken charge.
Cartesian coordinates (Å):
O (0.360, 0.365, -2.781)  -0.536
C (-0.455, -0.078, -1.748)  -0.083
C (0.005, -0.811, -0.442)  0.037
C (1.087, -0.825, 0.503)  -0.806
C (0.856, -0.176, 1.769)  -0.351
C (-0.318, 0.622, 1.879)  -0.146
C (-1.008, 1.109, 0.757)  -0.871
C (-0.374, 0.715, -0.469)  0.016
H (0.698, -0.465, -3.259)  0.335
H (-1.434, -0.317, -2.149)  0.401
H (-0.676, -1.685, -0.279)  0.266
H (1.938, -1.518, 0.505)  0.338
H (1.605, -0.210, 2.577)  0.387
H (-0.802, 0.728, 2.861)  0.340
H (-2.068, 1.324, 0.792)  0.350
H (0.584, 1.222, -0.514)  0.322

Output
SMILES: OC1[C@H]2C=CC=C[C@H]12
Frontier orbital gap in eV: 8.65
LUMO level in hartree: 0.02283
Energy relative to the best compared isomer or geometry (same formula, charge and spin) in kJ/mol: 447.3

# 5
The molecule C7H8O at a distorted geometry. Source: OMol25; level of theory: wB97M-V/def2-TZVPD.

Each line ends with the Mulliken charge.
Cartesian coordinates (Å):
C (-2.101, 1.341, 0.294)  -0.143
C (-1.700, 0.335, -0.411)  -0.400
C (-0.890, -0.835, -0.721)  -0.203
C (-0.007, -1.310, 0.416)  -0.440
O (0.254, -0.594, 1.547)  -0.535
C (0.671, -0.696, -0.869)  0.105
C (1.159, 0.706, -0.769)  -0.496
C (2.064, 1.050, 0.112)  -0.539
H (-2.267, 2.381, 0.875)  0.310
H (-1.259, -1.474, -1.436)  0.520
H (0.047, -2.372, 0.553)  0.402
H (-0.197, 0.292, 1.360)  0.284
H (0.871, -1.568, -1.588)  0.340
H (0.556, 1.386, -1.440)  0.291
H (2.379, 2.121, 0.108)  0.261
H (2.655, 0.437, 0.879)  0.243

Output
SMILES: C#C[C@@H]1[C@H](O)[C@@H]1C=C
Frontier orbital gap in eV: 10.24
LUMO level in hartree: 0.03667
Energy relative to the best compared isomer or geometry (same formula, charge and spin) in kJ/mol: 532.1

# 6
A structure of composition C7H8O at a distorted geometry. Source: OMol25; level of theory: wB97M-V/def2-TZVPD.

Each line ends with the Mulliken spin population.
Cartesian coordinates (Å):
C (-1.135, -0.032, 0.247)  0.603
C (-2.571, -0.055, 0.230)  0.617
C (0.920, -1.101, 0.130)  0.014
C (1.000, 0.175, 1.151)  0.023
C (0.289, 0.802, -1.124)  0.023
C (-0.182, -0.639, -0.756)  0.167
C (-0.034, 1.000, 0.340)  0.144
O (-3.720, -0.223, 0.393)  0.414
H (1.785, -1.035, -0.517)  0.004
H (0.757, -2.215, 0.675)  -0.003
H (0.723, -0.018, 2.198)  0.003
H (2.052, 0.732, 1.194)  0.004
H (1.404, 0.733, -1.422)  0.018
H (-0.387, 1.191, -1.896)  -0.003
H (-0.590, -1.347, -1.523)  -0.012
H (-0.312, 2.034, 0.680)  -0.018

Output
Frontier orbital gap (alpha / beta) in eV: 6.26 / 9.64
LUMO level (alpha / beta) in hartree: 0.02874 / -0.05051
Energy relative to the best compared isomer or geometry (same formula, charge and spin) in kJ/mol: 0.0
2S+1: 3

energy relative to the best compared isomer or geometry (same formula, charge and spin) of number 4 (C7H8O)?
447.3 kJ/mol

Repeat the first record exactly.
The molecule C7H8N4 at a distorted geometry. Source: OMol25; level of theory: wB97M-V/def2-TZVPD.

Each line ends with the Mulliken charge.
Cartesian coordinates (Å):
C (-1.737, 4.339, 1.018)  0.365
C (-1.536, 3.159, 1.006)  -0.515
C (-1.153, 1.765, 0.876)  0.300
N (-0.259, 1.322, 1.759)  -0.378
N (0.127, 0.070, 1.609)  -0.174
C (-0.423, -0.598, 0.594)  0.454
C (0.057, -2.015, 0.375)  -0.512
C (0.854, -2.059, -0.972)  -0.508
C (1.643, -0.766, -1.294)  -1.127
N (-1.348, -0.160, -0.263)  -0.204
N (-1.735, 1.089, -0.115)  -0.356
H (-1.676, 5.399, 0.912)  0.424
H (0.725, -2.320, 1.180)  0.296
H (-0.796, -2.691, 0.288)  0.266
H (0.141, -2.219, -1.787)  0.259
H (1.545, -2.906, -0.962)  0.411
H (2.070, -0.275, -0.416)  0.319
H (2.491, -1.042, -1.932)  0.362
H (1.010, -0.092, -1.876)  0.317

Output
SMILES: C#Cc1nnc(CCC)nn1
Frontier orbital gap in eV: 8.85
LUMO level in hartree: -0.03422
Energy relative to the best compared isomer or geometry (same formula, charge and spin) in kJ/mol: 422.5